# 1
Computed, not measured: a cluster of 4 separate species, C25H60F4N6O3P in total at a distorted geometry, with wB97M-V/def2-TZVPD.

XYZ file:
```
99
C25H60F4N6O3P (wB97M-V/def2-TZVPD)
C -0.44 5.55 3.08
C -1.42 6.15 1.87
C -0.47 6.88 0.75
C -1.04 6.75 -0.81
C -2.56 7.40 -0.75
N -0.96 5.32 -1.24
C -2.33 4.65 -1.47
C -2.23 3.07 -1.91
N -0.85 2.52 -1.67
P -0.71 0.78 -1.99
C -2.11 0.10 -3.10
C -0.59 -0.16 -0.31
C 0.26 3.34 -2.26
C -0.08 4.97 -2.41
N -0.74 5.25 -3.78
C 1.37 5.72 -2.49
F 2.02 6.00 -1.20
F 1.15 6.96 -3.33
C 2.52 4.90 -3.40
F 3.33 3.95 -2.61
F 2.01 4.39 -4.68
H 0.18 4.67 2.58
H -1.11 5.17 3.99
H 0.24 6.44 3.44
H -2.10 5.27 1.42
H -2.11 6.95 2.39
H -0.40 8.02 1.07
H 0.61 6.44 0.88
H -0.41 7.53 -1.42
H -2.98 7.54 -1.84
H -2.42 8.49 -0.31
H -3.31 6.83 -0.06
H -0.56 4.80 -0.41
H -2.99 4.66 -0.48
H -2.94 5.17 -2.35
H -2.99 2.44 -1.26
H -2.58 2.96 -3.04
H -2.54 0.89 -3.85
H -1.62 -0.76 -3.77
H -2.94 -0.46 -2.46
H 0.00 -1.16 -0.50
H 0.08 0.49 0.43
H -1.63 -0.32 0.22
H 1.15 3.31 -1.46
H 0.54 2.84 -3.29
H -1.22 4.39 -4.14
H -1.39 6.07 -3.70
H 3.29 5.77 -3.70
C 3.42 -5.21 -1.87
C 3.60 -3.84 -2.53
C 2.89 -2.69 -1.79
O 1.47 -2.65 -1.98
C 0.75 -3.57 -1.16
N 3.17 -3.93 -3.93
H 2.43 -5.64 -2.07
H 4.16 -5.92 -2.25
H 3.55 -5.14 -0.78
H 4.68 -3.62 -2.52
H 3.27 -1.74 -2.19
H 3.14 -2.69 -0.72
H 1.20 -3.70 -0.18
H 0.65 -4.52 -1.68
H -0.26 -3.17 -1.03
H 3.39 -3.05 -4.40
H 2.14 -3.95 -3.93
C 2.63 -2.62 5.43
C 2.69 -3.97 4.73
C 3.28 -3.91 3.30
O 2.40 -3.38 2.32
C 2.32 -1.96 2.30
N 1.35 -4.57 4.73
H 1.81 -1.99 5.08
H 2.49 -2.75 6.51
H 3.57 -2.06 5.29
H 3.35 -4.62 5.33
H 3.50 -4.94 2.98
H 4.24 -3.38 3.29
H 3.28 -1.49 2.54
H 1.55 -1.62 2.99
H 2.03 -1.65 1.30
H 1.41 -5.52 4.36
H 0.79 -4.07 4.02
C -4.09 -4.09 1.25
C -2.63 -4.31 0.88
C -2.28 -5.77 0.55
O -2.17 -6.63 1.69
C -3.41 -7.09 2.20
N -1.78 -3.78 1.96
H -4.33 -4.42 2.27
H -4.35 -3.03 1.19
H -4.75 -4.64 0.56
H -2.44 -3.71 -0.02
H -1.28 -5.78 0.08
H -2.97 -6.20 -0.19
H -4.15 -7.26 1.40
H -3.80 -6.38 2.93
H -3.24 -8.03 2.71
H -0.81 -3.83 1.67
H -1.83 -4.45 2.74
```

Output
Total charge: +1
LUMO energy in eV: -2.49
2S+1: 1
E_HOMO in eV: -10.6
Kohn-Sham gap in eV: 8.121



# 2
Computed, not measured: an isolated molecule of C4H7Br at a distorted geometry, with wB97M-V/def2-TZVPD.

XYZ file:
```
12
C4H7Br (wB97M-V/def2-TZVPD)
C -0.22 -0.48 -0.06
C 0.70 0.46 -0.07
C -0.19 -1.92 0.05
C 0.59 1.95 0.07
Br 2.62 -0.10 0.00
H -1.29 -0.18 0.08
H -0.90 -2.19 0.79
H -0.45 -2.51 -0.85
H 0.77 -2.48 0.25
H 1.18 2.44 0.69
H 0.86 2.45 -0.93
H -0.47 2.07 0.31
```

Output
LUMO energy in eV: 0.84
SMILES string: C/C=C(/C)Br
Energy above the lowest of the compared OMol25 structures with the same formula, charge and spin in kcal/mol: 19.79
2S+1: 1
E_HOMO in eV: -9.2
Kohn-Sham gap in eV: 10.025



# 3
Computed, not measured: a structure of composition C19H18HgN5O10S2 at a distorted geometry, with wB97M-V/def2-TZVPD.

XYZ file:
```
55
C19H18HgN5O10S2 (wB97M-V/def2-TZVPD)
Hg -11.10 8.54 9.68
N -9.96 9.03 11.81
C -10.90 9.59 12.82
C -12.08 10.51 12.24
C -11.64 11.33 11.00
O -11.08 12.43 11.25
O -11.89 10.73 9.85
H -9.61 8.14 12.12
H -9.11 9.58 11.56
H -10.37 10.21 13.53
H -11.32 8.74 13.40
H -12.39 11.16 13.04
H -12.96 9.82 12.05
C -9.46 8.24 4.92
C -10.87 8.62 5.19
N -11.51 8.04 6.21
C -12.77 8.64 6.33
C -13.12 9.48 5.31
S -11.84 9.69 4.18
C -13.57 8.55 7.54
C -14.83 9.14 7.69
S -15.57 8.71 9.23
C -14.22 7.64 9.46
N -13.17 7.75 8.66
C -14.33 6.74 10.70
H -8.89 8.49 5.83
H -9.01 8.78 4.08
H -9.34 7.18 4.70
H -14.11 10.00 5.23
H -15.17 9.91 7.08
H -14.98 5.86 10.53
H -14.79 7.31 11.49
H -13.34 6.35 10.95
O -10.21 4.34 10.51
C -10.75 5.32 9.98
O -10.87 6.45 10.60
H -11.14 5.21 8.92
O -7.81 10.14 9.88
C -8.66 10.15 8.98
O -9.21 9.15 8.40
C -9.23 11.54 8.48
C -8.38 12.56 8.79
C -8.83 13.84 8.41
C -10.05 14.10 7.81
C -10.73 12.97 7.48
C -10.37 11.66 7.74
N -12.15 13.07 7.05
O -12.68 12.02 6.70
O -12.68 14.18 6.98
N -7.80 14.84 8.41
O -6.63 14.43 8.54
O -8.15 16.02 8.28
H -7.41 12.34 9.22
H -10.42 15.07 7.49
H -11.01 10.82 7.46
```

Output
Total charge: -2
LUMO energy (spin up / spin down) in eV: 3.55 / 3.55
Energy above the lowest of the compared OMol25 structures with the same formula, charge and spin in kcal/mol: 10.66
2S+1: 2
Expectation value of S²: 0.77
E_HOMO (spin up / spin down) in eV: 0.9 / -2.8
Kohn-Sham gap (spin up / spin down) in eV: 2.649 / 6.333



Which value of 2S+1 does entry 1 give? 1



Among the records above, which one has the highest 2S+1? C19H18HgN5O10S2



Number 1 is which compound? C25H60F4N6O3P